98
Properties=species:S:1:pos:R:3:mulliken_charge:R:1 method="wB97M-V/def2-TZVPD" smiles="CCOC(C)=O.CCOC(C)=O.CCOC(C)=O.CCOC(C)=O.CCOC(C)=O.CCOC(C)=O.CCOC(C)=O" orbital_gap_ev=10.18 total_charge=0 homo_energy_ev=-9.9033 energy_ha=-2153.4942 de_lowest_kj_mol=1060.3 mol_weight_g_mol=616.74
C 3.04100 -15.57374 -71.48232 -0.833
C 4.39216 -16.19423 -71.55032 -0.365
O 4.21307 -17.57554 -71.64559 -0.065
C 5.21441 -18.46356 -72.01498 0.326
C 4.80922 -19.83741 -72.16653 0.086
O 6.27758 -17.95991 -72.29354 -0.603
H 2.26674 -15.81111 -72.06149 0.405
H 3.12746 -14.55469 -71.32229 0.512
H 2.49667 -16.17686 -70.61999 -0.175
H 5.01886 -15.72205 -72.37405 0.302
H 5.18486 -16.01372 -70.55207 0.221
H 3.85726 -19.85648 -71.66688 -0.377
H 5.54633 -20.59145 -71.79100 0.321
H 4.53387 -20.01509 -73.34379 0.189
C -1.87608 -22.73787 -71.96936 -0.870
C -2.49651 -23.43944 -70.79344 -0.297
O -1.91825 -22.93628 -69.64864 -0.119
C -2.40305 -23.25619 -68.37413 0.402
C -1.55965 -22.70714 -67.28506 -0.210
O -3.51154 -23.79488 -68.27416 -0.607
H -1.00579 -23.17258 -72.29068 0.175
H -1.84046 -21.59013 -71.84469 0.182
H -2.44020 -23.10768 -72.94431 0.360
H -3.55307 -23.20582 -70.83768 0.290
H -2.24078 -24.49815 -70.77961 0.316
H -1.81277 -21.58939 -67.35792 0.177
H -0.60045 -22.92814 -67.46609 -0.061
H -1.78726 -23.43533 -66.45577 0.277
C 3.45852 -14.90139 -66.86758 -1.223
C 2.02994 -14.59783 -67.44129 0.169
O 1.17755 -15.55264 -66.82478 -0.311
C -0.10479 -15.79623 -67.53099 0.538
C -0.95087 -16.83865 -67.03601 -0.459
O -0.57556 -15.08656 -68.39659 -0.546
H 4.00191 -13.87812 -67.16161 0.306
H 3.94260 -15.65088 -67.27719 0.415
H 3.43264 -14.59095 -65.79839 0.325
H 1.68801 -13.56662 -67.35274 0.428
H 2.04208 -14.82719 -68.55583 -0.151
H -0.37088 -17.73481 -67.17702 -0.043
H -1.68078 -16.79024 -67.81160 0.312
H -1.18537 -16.77287 -65.85361 0.300
C -0.89974 -15.56230 -72.44711 -1.103
C -1.29978 -16.90646 -72.87221 -0.442
O -0.19306 -17.78251 -72.97641 -0.137
C -0.20126 -18.88361 -73.52151 0.566
C 1.08389 -19.67814 -73.52251 -0.562
O -1.09412 -19.24855 -74.27933 -0.662
H -0.10731 -15.31981 -73.05686 0.461
H -0.18820 -15.52358 -71.57248 0.132
H -1.82325 -14.97337 -72.37876 0.345
H -1.83543 -17.37453 -72.17855 0.435
H -1.89040 -16.86271 -73.83782 0.365
H 1.45115 -19.79630 -72.38740 -0.069
H 1.78656 -19.16433 -74.32357 0.244
H 1.05405 -20.71580 -73.69807 0.406
C 2.00245 -22.90813 -70.69519 -0.946
C 1.71386 -22.14500 -69.46569 -0.374
O 1.39996 -20.79929 -69.98220 0.163
C 1.02498 -19.77967 -69.05502 0.227
C 1.20083 -18.35584 -69.64514 -0.447
O 0.51092 -19.97684 -67.95784 -0.646
H 2.97354 -22.41688 -70.95928 0.197
H 1.35402 -23.13833 -71.60176 0.125
H 2.28605 -24.05327 -70.28982 0.203
H 0.67326 -22.58880 -69.31943 -0.224
H 2.28497 -22.18100 -68.65776 1.046
H 0.34297 -17.81897 -69.97837 0.403
H 1.78223 -18.38809 -70.39415 0.054
H 1.61945 -17.57599 -68.97616 0.187
C 1.27209 -26.34648 -66.61118 -1.519
C 2.17690 -25.15505 -66.56759 0.519
O 1.74141 -24.22903 -65.60194 -0.374
C 2.52700 -23.20360 -65.11250 0.768
C 1.93596 -22.09774 -64.23910 -0.899
O 3.66531 -23.03273 -65.52156 -0.544
H 1.61065 -26.97807 -67.36260 0.447
H 0.28592 -26.08357 -66.86822 0.319
H 1.05225 -26.90940 -65.69103 0.340
H 3.23109 -25.30548 -66.39664 0.503
H 2.16132 -24.56867 -67.58576 -0.355
H 0.81149 -22.08143 -64.57935 0.175
H 2.33287 -21.08956 -64.46477 0.272
H 2.24363 -22.54053 -63.35825 0.365
C 9.22951 -25.70899 -71.08751 -1.199
C 8.28970 -26.16626 -70.02508 -0.201
O 7.36410 -25.18153 -69.71041 -0.220
C 6.60686 -25.33799 -68.62894 0.521
C 5.57941 -24.31241 -68.56891 -0.688
O 6.76256 -26.05368 -67.67000 -0.589
H 9.56480 -24.84463 -70.69108 0.400
H 8.67974 -25.65751 -72.01105 0.310
H 9.91645 -26.58636 -71.41520 0.298
H 7.85316 -27.13683 -70.39271 0.285
H 8.77164 -26.51538 -68.94462 0.272
H 5.76562 -23.55896 -69.21372 0.460
H 5.55412 -23.95383 -67.58212 0.243
H 4.54605 -24.64206 -68.83361 0.126